[1]
{
  "formula": "C36H44ClNO5Si",
  "method": "ωB97M-V/def2-TZVPD",
  "homo_energy_ev": -7.29,
  "e_tot_ev": -70172.965,
  "lumo_ev": 0.6,
  "gap_ev": 7.9,
  "elements": ["C", "C", "O", "C", "O", "C", "Cl", "C", "O", "O", "C", "C", "C", "C", "C", "N", "C", "C", "C", "C", "C", "O", "Si", "C", "C", "C", "C", "C", "C", "C", "C", "C", "C", "C", "C", "C", "C", "C", "C", "C", "C", "C", "C", "C", "H", "H", "H", "H", "H", "H", "H", "H", "H", "H", "H", "H", "H", "H", "H", "H", "H", "H", "H", "H", "H", "H", "H", "H", "H", "H", "H", "H", "H", "H", "H", "H", "H", "H", "H", "H", "H", "H", "H", "H", "H", "H", "H", "H"],
  "positions_angstrom": [[-1.423, -1.922, -4.859], [0.034, -1.585, -4.679], [0.105, -0.510, -3.645], [1.333, 0.064, -3.492], [2.216, -0.211, -4.292], [1.856, 1.454, -2.614], [3.617, 1.321, -2.646], [1.191, 2.294, -3.718], [1.794, 2.781, -4.665], [-0.126, 2.426, -3.552], [-0.756, 3.210, -4.604], [-2.138, 2.729, -4.910], [1.586, 2.123, -1.315], [2.198, 1.418, -0.133], [1.803, 0.234, 0.393], [0.671, -0.404, 0.000], [-0.257, 0.236, -0.887], [-1.384, -0.748, -1.196], [-0.919, -2.054, -0.578], [0.187, -1.709, 0.448], [-0.361, -1.659, 1.906], [-0.919, -2.945, 2.105], [-1.352, -3.969, 3.353], [0.136, -5.003, 3.740], [-2.747, -4.969, 2.645], [-1.905, -2.973, 4.818], [-1.505, -0.593, 1.916], [-2.829, -0.981, 1.705], [-3.841, -0.017, 1.687], [-3.524, 1.333, 1.823], [-2.199, 1.726, 2.006], [-1.184, 0.764, 2.049], [0.741, -1.415, 2.947], [0.476, -0.662, 4.092], [1.471, -0.512, 5.066], [2.701, -1.152, 4.915], [2.933, -1.958, 3.800], [1.943, -2.116, 2.826], [2.143, 3.580, -1.267], [2.736, 4.270, -2.329], [3.211, 5.596, -2.200], [3.171, 6.215, -0.955], [2.669, 5.506, 0.151], [2.119, 4.231, -0.019], [-1.588, -2.736, -5.573], [-1.879, -2.228, -3.914], [-1.966, -1.052, -5.247], [0.599, -2.461, -4.338], [0.486, -1.218, -5.606], [-0.739, 4.247, -4.257], [-0.119, 3.122, -5.481], [-2.612, 3.489, -5.534], [-2.103, 1.805, -5.499], [-2.751, 2.578, -4.022], [0.508, 2.293, -1.119], [3.099, 1.867, 0.287], [2.387, -0.210, 1.202], [0.228, 0.426, -1.844], [-0.659, 1.198, -0.538], [-1.490, -0.803, -2.284], [-2.315, -0.366, -0.779], [-0.420, -2.659, -1.349], [-1.745, -2.646, -0.181], [1.005, -2.440, 0.394], [-0.135, -5.733, 4.515], [0.471, -5.548, 2.848], [0.975, -4.401, 4.108], [-3.070, -5.710, 3.388], [-3.609, -4.340, 2.390], [-2.431, -5.502, 1.740], [-2.478, -3.643, 5.473], [-1.054, -2.577, 5.383], [-2.550, -2.135, 4.527], [-3.066, -2.038, 1.558], [-4.867, -0.348, 1.557], [-4.314, 2.084, 1.787], [-1.930, 2.776, 2.124], [-0.143, 1.063, 2.209], [-0.510, -0.211, 4.229], [1.254, 0.103, 5.939], [3.472, -1.034, 5.678], [3.880, -2.483, 3.678], [2.105, -2.796, 1.986], [2.849, 3.833, -3.309], [3.586, 6.095, -3.108], [3.575, 7.215, -0.851], [2.698, 5.967, 1.143], [1.693, 3.711, 0.852]],
  "forces_ev_per_a": [[-0.52, 0.32, 0.03], [0.27, 0.32, 0.12], [0.84, 0.28, 0.33], [2.41, -1.06, -2.20], [-1.46, -0.28, 1.31], [-0.81, -0.61, -2.37], [0.12, 0.01, -0.67], [1.74, 1.75, -1.95], [-0.82, -0.97, 1.06], [-0.02, -0.22, 0.06], [0.39, 0.27, 0.08], [-0.25, -0.31, -0.16], [-0.87, 1.65, 2.12], [0.37, -1.03, 1.00], [0.38, 1.10, -0.17], [-0.71, -0.97, 0.11], [-0.90, 0.16, -1.28], [-0.07, 0.56, 0.17], [0.49, -0.57, -0.32], [0.00, 0.36, 0.22], [-0.88, 0.05, -0.15], [-0.05, -0.26, -0.11], [0.47, 1.00, -0.65], [-0.02, -0.36, 0.22], [-0.09, -0.23, 0.05], [-0.14, -0.14, 0.35], [0.82, -0.31, 0.17], [0.00, 0.18, 0.32], [0.30, -0.19, -0.08], [-0.08, 0.04, 0.03], [0.34, -0.23, -0.04], [-0.44, 0.01, 0.07], [-0.69, -0.33, -0.09], [0.54, -0.04, 0.16], [-0.25, -0.10, -0.20], [-0.06, 0.09, 0.00], [-0.17, -0.12, -0.15], [0.25, 0.27, 0.42], [0.49, 0.38, -0.07], [0.08, 0.81, -0.01], [-0.47, -0.69, 0.14], [0.14, -0.39, -0.04], [-0.20, 0.03, -0.39], [0.01, 0.19, 0.17], [0.36, 0.09, 0.08], [0.02, 0.05, -0.06], [0.05, -0.15, 0.18], [0.05, 0.40, 0.10], [-0.03, 0.01, 0.31], [-0.02, -0.10, -0.07], [-0.09, 0.21, 0.01], [-0.08, -0.04, 0.03], [-0.08, 0.08, 0.25], [0.03, 0.00, 0.02], [0.93, -0.12, -0.60], [-0.27, -0.26, -0.22], [-0.24, 0.04, -0.33], [-0.66, 0.09, 1.04], [0.01, -0.55, 0.37], [-0.19, -0.12, 0.52], [-0.01, -0.26, 0.07], [-0.22, 0.03, 0.07], [0.31, 0.00, 0.15], [-0.30, 0.06, 0.08], [0.21, 0.00, -0.10], [-0.07, 0.05, 0.17], [-0.20, -0.06, -0.03], [-0.05, 0.05, -0.19], [0.14, -0.10, 0.08], [-0.06, 0.08, 0.17], [0.04, 0.23, 0.06], [-0.15, -0.08, -0.07], [0.07, -0.16, 0.02], [0.07, 0.42, 0.16], [0.09, 0.19, -0.03], [0.17, -0.17, 0.04], [-0.19, -0.24, -0.07], [-0.44, -0.05, -0.15], [0.48, -0.09, -0.03], [0.17, -0.19, -0.13], [-0.20, -0.03, -0.25], [-0.19, 0.12, 0.12], [0.03, 0.32, 0.30], [0.05, 0.01, 0.27], [-0.09, -0.20, 0.69], [-0.09, -0.04, 0.16], [-0.12, -0.20, -0.37], [0.24, 0.26, -0.44]]
}



[2]
{
  "formula": "C24H43Cl2N4O5SiSm",
  "method": "ωB97M-V/def2-TZVPD",
  "multiplicity": 6,
  "homo_energy_ev": [-6.31, -6.32],
  "relative_energy_kcal_mol": 2.94,
  "e_tot_ev": -92612.316,
  "lumo_ev": [0.2, 0.2],
  "gap_ev": [6.5, 6.5],
  "elements": ["C", "C", "H", "H", "H", "C", "C", "H", "H", "H", "H", "Sm", "Cl", "C", "O", "N", "C", "C", "H", "H", "H", "H", "H", "H", "H", "H", "H", "C", "C", "N", "H", "C", "O", "H", "H", "H", "H", "H", "H", "C", "C", "N", "H", "C", "O", "H", "H", "H", "H", "O", "C", "C", "C", "H", "C", "H", "C", "H", "C", "C", "H", "H", "H", "Si", "Cl", "C", "C", "C", "H", "H", "H", "H", "H", "H", "H", "H", "H", "O", "C", "N"],
  "positions_angstrom": [[-1.525, -0.583, -3.131], [-1.097, -1.917, -2.647], [-1.258, -0.415, -4.183], [-1.088, 0.232, -2.520], [-2.624, -0.491, -3.038], [-0.629, -2.933, -3.368], [-0.490, -2.962, -4.849], [-0.357, -3.866, -2.866], [-0.730, -2.005, -5.340], [-1.145, -3.735, -5.293], [0.538, -3.242, -5.141], [-0.099, 0.078, 0.721], [-0.351, 2.143, -0.735], [-0.383, -2.469, 2.475], [0.636, -1.871, 2.065], [-0.108, -3.465, 3.321], [1.266, -3.633, 3.801], [-1.100, -4.435, 3.615], [-1.455, -2.340, 2.125], [1.879, -2.774, 3.528], [1.681, -4.558, 3.368], [1.219, -3.743, 4.896], [-2.043, -4.160, 3.118], [-1.248, -4.473, 4.700], [-0.776, -5.417, 3.249], [0.769, 2.932, 5.500], [-1.338, 4.291, 4.778], [1.129, 3.013, 4.468], [-0.913, 4.319, 3.775], [-0.062, 3.213, 3.613], [1.682, 2.127, 4.167], [-0.329, 2.374, 2.623], [0.664, 1.500, 2.392], [-1.717, 4.278, 3.030], [-1.218, 2.473, 1.954], [1.746, 3.911, 4.366], [-0.336, 5.237, 3.642], [1.418, -0.314, -2.981], [2.345, -2.654, -2.710], [2.240, 0.086, -2.354], [3.190, -2.192, -2.165], [2.750, -0.981, -1.496], [1.858, 0.908, -1.737], [2.634, -0.961, -0.176], [2.201, 0.043, 0.457], [3.568, -2.904, -1.412], [2.963, -1.868, 0.350], [3.054, 0.435, -3.010], [3.993, -1.953, -2.877], [-0.030, -1.521, -0.841], [-1.182, -2.067, -1.160], [0.088, -4.048, -0.217], [-1.117, -3.451, -0.566], [1.013, -3.472, -0.296], [0.091, -5.369, 0.234], [-2.084, -1.552, -0.789], [-2.319, -4.140, -0.439], [1.040, -5.842, 0.491], [-1.105, -6.075, 0.346], [-2.311, -5.449, 0.013], [-3.250, -3.638, -0.712], [-1.101, -7.110, 0.697], [-3.252, -5.991, 0.108], [-0.431, 6.668, -2.656], [-0.717, 5.969, -4.575], [1.392, 6.516, -2.262], [-1.466, 5.618, -1.510], [-0.981, 8.461, -2.616], [1.720, 5.465, -2.330], [1.608, 6.876, -1.242], [2.000, 7.108, -2.968], [-0.394, 9.071, -3.324], [-0.852, 8.893, -1.608], [-2.045, 8.553, -2.892], [-1.163, 4.557, -1.564], [-2.536, 5.683, -1.775], [-1.356, 5.949, -0.462], [0.011, 0.004, 5.455], [-0.017, -0.068, 4.300], [-0.254, 0.128, 3.097]],
  "forces_ev_per_a": [[-0.27, 0.63, -0.34], [-1.21, -1.42, -0.75], [-0.12, 0.06, 0.36], [-0.14, -0.41, -0.31], [0.36, 0.01, -0.10], [-0.26, 0.02, -0.18], [0.39, -0.08, -0.80], [-0.20, 0.25, -0.05], [0.09, -0.38, 0.22], [0.19, 0.29, 0.19], [-0.29, 0.12, 0.00], [0.85, -1.26, 1.08], [-0.38, 0.83, -0.55], [2.64, -0.60, -0.35], [-1.58, 0.01, -1.60], [-0.49, 0.73, -0.25], [-0.55, -0.62, 0.33], [-0.48, -0.60, 0.61], [1.14, -0.06, 0.50], [-0.27, -0.24, 0.09], [0.00, 0.30, 0.11], [0.14, 0.01, -0.31], [0.33, -0.18, 0.22], [-0.21, -0.24, -0.09], [-0.21, 0.06, 0.10], [0.23, -0.10, -0.12], [-0.24, 0.36, 0.09], [-0.89, 0.83, -0.10], [-0.56, 0.91, 0.69], [-0.11, -1.33, -0.36], [-0.23, 0.20, 0.03], [6.02, -2.07, -1.32], [-1.34, 8.34, -3.18], [0.19, 0.13, 0.26], [0.61, 0.02, 0.83], [0.10, -0.15, 0.10], [-0.19, 0.22, 0.03], [0.38, 0.14, 0.39], [0.30, 0.21, 0.24], [-0.10, 0.01, -0.15], [-0.04, -0.32, -0.03], [0.07, -0.38, 0.22], [0.19, -0.25, -0.27], [-0.22, 1.26, -0.18], [0.40, -1.15, -0.53], [-0.13, 0.26, -0.40], [-0.04, 0.17, -0.07], [-0.28, -0.05, 0.25], [-0.20, -0.10, 0.20], [3.37, 3.68, 2.41], [0.11, -1.46, -0.51], [0.04, -0.27, 0.03], [-1.43, -0.46, -0.61], [-0.41, -0.22, -0.01], [0.03, 0.11, 0.01], [-0.52, 0.23, 0.24], [0.24, -0.32, 0.16], [-0.27, 0.06, -0.03], [-0.12, 0.04, -0.03], [-0.14, -0.44, 0.22], [0.21, -0.20, 0.05], [-0.02, 0.31, -0.11], [0.23, 0.05, 0.00], [0.07, 0.22, 0.66], [-0.04, -0.09, -0.34], [0.24, -0.04, -0.05], [-0.18, -0.19, 0.08], [-0.06, 0.18, -0.10], [-0.14, 0.37, 0.04], [-0.10, -0.12, -0.32], [-0.22, -0.20, 0.25], [-0.21, -0.22, 0.25], [-0.03, -0.17, -0.31], [0.38, -0.04, 0.10], [-0.12, 0.45, 0.04], [0.39, -0.01, 0.08], [0.00, -0.09, -0.36], [1.22, -0.09, 4.09], [-3.12, 0.82, -7.11], [-2.77, -6.26, 6.45]]
}